# C6H13N

A 2-piece molecular cluster, C6H13N overall in a non-equilibrium geometry (ωB97M-V/def2-TZVPD, the Open Molecules 2025 dataset).

Calculated values
charge = 0

Geometry as XYZ:
```
20
Properties=species:S:1:pos:R:3:forces:R:3:lowdin_charge:R:1
C -2.106586 -0.231723 -1.024334 -1.54 -1.16 -0.08 -0.40
C -0.922989 0.699303 -0.783844 0.72 1.13 0.70 -0.16
C -0.096350 -0.028655 0.301212 0.17 -0.99 -0.12 -0.27
C 1.220747 0.458048 0.579466 -0.81 0.48 -0.27 -0.04
C 2.355950 -0.171502 0.051291 1.37 -0.64 -0.01 -0.19
C 3.646556 0.255199 0.099915 -1.22 -0.30 0.10 0.06
N -2.719983 -0.568691 0.216755 0.74 -0.06 -0.06 -0.02
H -2.856278 0.286097 -1.637338 0.14 0.58 0.16 0.11
H -1.858564 -1.096819 -1.664026 0.61 0.02 0.33 0.10
H -1.328838 1.606220 -0.328412 0.14 0.15 -0.20 0.11
H -0.310205 0.957127 -1.650669 -0.21 -0.09 -0.19 0.11
H -0.808973 -0.068691 1.164821 -0.36 0.33 0.00 0.13
H -0.096745 -1.077547 -0.030022 0.56 0.06 -0.06 0.11
H 1.397348 1.349974 1.172485 -0.28 0.17 -0.11 0.12
H -3.933730 -1.103183 2.550803 -0.21 -0.10 0.00 -0.01
H 2.206415 -1.130166 -0.432543 -0.21 -0.05 -0.07 0.11
H 4.382703 -0.415379 -0.314842 0.36 0.33 -0.03 0.06
H 3.906554 1.208926 0.537121 0.22 -0.03 0.02 0.06
H -4.531427 -1.509907 2.745494 0.19 0.10 0.01 0.01
H -2.367857 -1.491853 0.494864 -0.37 0.06 -0.13 0.00
```
Positions in Å, forces in eV/Å.


# C6H13N

One molecule with the formula C6H13N in a non-equilibrium geometry (ωB97M-V/def2-TZVPD, the Open Molecules 2025 dataset).

Calculated values
structure (SMILES) = C=CCCCNC
charge = 0

Geometry as XYZ:
```
20
Properties=species:S:1:pos:R:3:forces:R:3:lowdin_charge:R:1
C 2.970616 0.416573 -1.153713 -0.84 -0.20 0.46 -0.01
C 1.748002 0.192753 -0.662694 0.49 0.47 -0.60 -0.20
C 1.381086 0.388874 0.784721 -0.35 -1.11 -0.35 -0.21
C 0.320090 -0.604028 1.284256 -0.02 -0.14 -0.01 -0.21
C -1.116061 -0.334789 0.866987 -0.36 0.12 0.57 -0.27
N -1.283101 -0.010800 -0.534233 -0.28 -0.05 -0.16 -0.14
C -2.671697 -0.096607 -0.949655 -0.37 0.15 0.18 -0.14
H 3.143580 0.227718 -2.210070 0.33 0.24 0.24 0.05
H 3.743005 0.782070 -0.478010 0.19 -0.18 -0.40 0.06
H 0.971504 -0.089922 -1.364479 -0.07 -0.20 0.20 0.08
H 2.289213 0.159918 1.340924 0.03 0.63 0.31 0.11
H 0.993119 1.388081 0.959182 0.30 0.38 0.18 0.11
H 0.589820 -1.622565 1.000107 0.14 0.00 -0.12 0.11
H 0.312004 -0.578407 2.372096 0.14 -0.08 0.20 0.10
H -1.524925 0.468163 1.516315 0.02 -0.13 -0.14 0.12
H -1.721969 -1.229663 1.094806 0.22 0.28 -0.14 0.12
H -0.989604 0.949251 -0.674639 0.20 -0.06 -0.11 0.10
H -3.066867 -1.090597 -0.744963 0.11 -0.12 -0.03 0.07
H -3.343684 0.613098 -0.427820 0.17 -0.08 -0.13 0.08
H -2.744130 0.070874 -2.019125 -0.06 0.10 -0.15 0.07
```
Positions in Å, forces in eV/Å.


# C6H13N

One molecule with the formula C6H13N in a non-equilibrium geometry (ωB97M-V/def2-TZVPD, the Open Molecules 2025 dataset).

Calculated values
structure (SMILES) = C/C=C/CCCN
charge = 0

Geometry as XYZ:
```
20
Properties=species:S:1:pos:R:3:forces:R:3:lowdin_charge:R:1
C 0.098213 -2.766878 0.262272 0.16 -0.87 -0.61 -0.11
C 0.886794 -1.590703 -0.208245 -0.29 1.28 0.12 -0.19
C 0.438489 -0.715446 -1.120578 -1.03 -0.61 0.34 -0.12
C 0.691721 0.795217 -1.164523 1.88 -2.31 -0.85 -0.20
C 0.646348 1.327026 0.259150 0.94 0.66 -0.34 -0.22
C -0.699751 1.369656 1.003695 0.57 0.58 0.68 -0.28
N -1.890862 1.622235 0.197090 0.79 -1.04 -0.05 0.01
H -0.219341 -3.420715 -0.554853 -0.45 0.27 -0.02 0.08
H -0.742305 -2.462701 0.894623 -0.05 0.07 -0.38 0.08
H 0.683261 -3.417799 0.879553 0.58 -0.34 0.47 0.05
H 1.707695 -1.318001 0.448662 -0.04 0.24 0.11 0.09
H -0.316909 -1.117215 -1.792693 -0.30 0.20 0.08 0.10
H 1.710800 0.754247 -1.674725 -0.75 1.15 1.00 0.13
H 0.053249 1.267340 -1.894834 -0.42 0.18 -0.01 0.09
H 1.349628 0.722218 0.813633 -0.17 -0.53 0.39 0.09
H 1.196742 2.259631 0.335266 -0.49 0.78 -0.37 0.10
H -0.567890 2.165970 1.758498 -0.10 -0.16 -0.14 0.10
H -0.740906 0.454514 1.604701 -0.58 -0.16 -0.35 0.10
H -2.622271 2.113040 0.677105 0.04 0.28 -0.18 0.06
H -1.662705 1.958368 -0.723790 -0.31 0.33 0.12 0.05
```
Positions in Å, forces in eV/Å.


# C6H13N

One molecule with the formula C6H13N in a non-equilibrium geometry (ωB97M-V/def2-TZVPD, the Open Molecules 2025 dataset).

Calculated values
structure (SMILES) = CCN1CCCC1
charge = 0

Geometry as XYZ:
```
20
Properties=species:S:1:pos:R:3:forces:R:3:lowdin_charge:R:1
C 1.523792 2.260507 -0.513247 0.16 -0.72 1.06 -0.09
C 0.976558 1.248952 0.616027 0.89 -1.39 -2.20 -0.24
N -0.262352 0.457309 0.261480 2.32 -0.45 0.07 -0.15
C -0.360455 -0.733581 1.209188 0.44 2.10 0.41 -0.18
C -0.926833 -1.887167 0.435555 -1.03 -0.44 -0.70 -0.19
C -1.252792 -1.268535 -0.985929 2.64 0.90 3.02 -0.12
C -0.069617 -0.207042 -0.999880 -3.44 -0.87 -1.92 -0.25
H 2.403254 2.763253 -0.007293 -0.82 -0.49 -0.81 0.07
H 1.900775 1.750644 -1.513565 -1.08 1.06 2.21 0.10
H 0.742433 3.050313 -0.639397 0.69 -0.72 -0.49 0.07
H 0.746051 1.674182 1.527733 -0.62 2.00 1.65 0.07
H 1.837819 0.596427 0.991907 -0.73 0.10 -1.15 0.11
H 0.677712 -0.824215 1.522731 0.04 -0.97 0.36 0.09
H -0.932120 -0.407884 2.082255 -0.07 -0.23 -0.06 0.12
H -0.302588 -2.788109 0.456839 0.30 0.43 -0.45 0.11
H -1.874602 -2.260922 0.794798 -0.29 0.09 0.67 0.09
H -1.027708 -2.027008 -1.673196 -0.77 -0.80 -1.57 0.08
H -2.225779 -0.800771 -0.834618 0.02 -0.16 -1.02 0.11
H 0.787995 -0.823636 -1.229209 1.08 0.06 0.63 0.11
H -0.240680 0.417745 -1.879624 0.27 0.50 0.27 0.11
```
Positions in Å, forces in eV/Å.


# C6H13N

A 2-piece molecular cluster, C6H13N overall (ωB97M-V/def2-TZVPD, the Open Molecules 2025 dataset).

Calculated values
structure (SMILES) = C=NCCC.C=C
charge = 0

Geometry as XYZ:
```
20
Properties=species:S:1:pos:R:3:forces:R:3:lowdin_charge:R:1
C -1.286442 1.182168 -1.671756 0.07 -0.22 0.07 -0.05
N -0.690411 0.144973 -1.264792 -0.15 0.39 -0.17 -0.04
C 0.760560 0.140779 -1.278691 0.17 0.01 -0.04 -0.27
C 1.318338 -0.079065 0.126806 -0.04 -0.01 0.03 -0.27
C 2.840446 -0.198060 0.124013 0.05 0.00 0.00 -0.12
H -2.377482 1.210181 -1.663480 0.14 -0.02 0.02 0.07
H -0.762252 2.074668 -2.045553 0.00 -0.13 0.06 0.07
H 1.075671 -0.690710 -1.922647 -0.01 0.10 0.09 0.12
H 1.174137 1.070919 -1.708360 -0.07 -0.11 0.05 0.11
H 0.862459 -0.981298 0.551791 0.06 0.13 -0.07 0.10
H 1.008256 0.756163 0.768532 0.03 -0.11 -0.10 0.10
H 3.309529 0.708075 -0.277813 -0.07 -0.13 0.06 0.07
H 3.169688 -1.043794 -0.491467 -0.06 0.12 0.09 0.07
H 3.226848 -0.352307 1.136530 -0.06 0.02 -0.15 0.07
C -2.163316 -0.124127 1.978541 -0.04 -0.10 -0.06 -0.09
C -2.382203 -1.198862 1.228864 0.01 0.11 0.07 -0.09
H -1.534225 0.691073 1.625055 -0.10 -0.15 0.03 0.03
H -2.600845 -0.010807 2.968089 0.06 -0.04 -0.14 0.04
H -3.012236 -2.014901 1.576192 0.09 0.13 -0.01 0.04
H -1.936525 -1.285070 0.240139 -0.09 0.01 0.18 0.02
```
Positions in Å, forces in eV/Å.


# C6H13N

One molecule with the formula C6H13N in a non-equilibrium geometry (ωB97M-V/def2-TZVPD, the Open Molecules 2025 dataset).

Calculated values
structure (SMILES) = CCCN1C[C@H]1C
charge = 0

Geometry as XYZ:
```
20
Properties=species:S:1:pos:R:3:forces:R:3:lowdin_charge:R:1
C -1.273598 2.318888 -1.312000 -0.01 0.04 -0.03 -0.12
C -0.842664 1.128075 -0.462110 -0.08 -0.07 0.04 -0.27
C 0.658378 0.896628 -0.429776 -0.15 -0.07 -0.04 -0.23
N 0.974104 -0.207310 0.486469 -0.42 -0.25 0.07 -0.10
C 1.970717 -1.139478 0.068921 0.01 -0.63 0.08 -0.13
C 0.537462 -1.623184 0.228122 -0.16 1.20 -0.02 -0.28
C -0.199618 -2.323586 1.388023 0.21 0.08 -0.14 -0.06
H -0.956337 2.205277 -2.355540 -0.03 0.00 0.15 0.07
H -0.850712 3.257728 -0.935718 -0.04 -0.15 -0.04 0.07
H -2.363883 2.419758 -1.306141 0.16 0.02 -0.02 0.07
H -1.178239 1.255823 0.573815 -0.03 0.00 -0.13 0.11
H -1.315262 0.212462 -0.837935 -0.04 0.13 0.05 0.10
H 1.155235 1.811246 -0.062663 -0.04 -0.37 0.03 0.12
H 1.043663 0.743910 -1.458759 -0.12 -0.23 0.23 0.12
H 2.722735 -1.433605 0.795803 -0.06 0.04 0.07 0.10
H 2.394608 -0.955461 -0.932362 -0.37 -0.48 0.27 0.10
H -0.043682 -1.822809 -0.678542 0.53 0.38 -0.15 0.12
H -0.613798 -3.287534 1.056375 0.21 0.25 -0.02 0.07
H 0.347827 -2.518503 2.317558 0.24 0.26 -0.36 0.07
H -1.053965 -1.682384 1.650267 0.20 -0.16 -0.06 0.07
```
Positions in Å, forces in eV/Å.


We obtain ΔE to the lowest compared entry with this formula, charge and spin values of 145.64; 23.93; 36.33; 36.66; 34.82; 29.31 kcal/mol for the records listed above, in that order.
We obtain orbital gap values of 4.4; 10.0; 9.8; 10.0; 11.0; 10.1 eV for the records listed above, in that order.